A cluster of 6 separate species, C13H26IN9O13P2 in total in a non-equilibrium geometry, computed with ωB97M-V with the def2-TZVPD basis set.

```
64
Properties=species:S:1:pos:R:3:forces:R:3:mulliken_charge:R:1
N 2.627 3.273 0.429 0.2 0.0 0.1 -0.557
C 2.294 2.192 0.622 -0.4 -0.3 -0.6 -0.198
C 1.746 0.820 0.750 0.8 0.5 0.6 0.658
C 2.519 0.154 1.921 0.8 0.1 -0.2 -1.161
C 3.807 -0.601 1.512 -0.5 -0.6 0.8 -0.741
C 3.555 -2.131 1.540 0.4 0.4 0.3 -1.160
I 4.356 -2.942 3.395 -0.2 -0.1 -0.4 0.005
P 1.974 0.022 -0.928 -1.4 -0.7 -1.7 0.573
N 0.649 -0.072 -1.790 0.4 -0.1 0.5 -0.766
C 0.258 0.987 1.153 1.4 0.6 1.2 1.541
C -0.483 1.861 0.226 0.3 -1.2 -0.7 -0.136
N -1.005 2.462 -0.598 -0.3 0.4 0.2 -0.466
N 0.282 1.713 2.481 -0.2 0.2 -1.1 -0.594
C -0.815 2.137 2.816 0.0 -1.5 1.1 0.489
O -1.849 2.305 3.306 -0.2 1.0 -0.1 -0.412
P -0.668 -0.626 1.445 -3.7 -0.3 -1.2 -0.038
O 0.089 -1.792 0.582 1.4 0.4 1.1 -0.465
O -0.531 -0.965 3.052 1.6 0.2 -0.9 -0.414
H 2.825 0.956 2.585 -0.2 0.1 0.1 0.492
H 1.895 -0.495 2.535 -0.2 -0.1 -0.2 0.470
H 4.529 -0.394 2.293 0.3 0.2 -0.1 0.488
H 4.260 -0.252 0.585 -0.1 0.0 -0.2 0.357
H 2.498 -2.353 1.602 -0.1 -0.1 -0.2 0.441
H 4.001 -2.675 0.718 0.2 -0.1 0.0 0.493
H 2.475 -1.291 -0.749 0.3 0.5 0.7 -0.055
H 2.942 0.745 -1.645 0.3 0.0 0.8 0.170
H 0.815 0.469 -2.631 -0.4 0.2 -0.1 0.264
H -0.447 -2.048 -0.173 -0.2 0.2 -0.3 0.359
H -1.175 -1.665 3.184 -0.2 -0.1 0.3 0.348
C 4.570 -0.321 -5.313 0.1 0.2 -0.3 -0.852
N 3.946 0.290 -4.111 0.1 -0.1 -0.2 1.002
O 2.857 0.803 -4.238 -0.2 0.1 0.1 -0.521
O 4.568 0.234 -3.068 0.1 0.0 0.0 -0.568
H 3.897 -0.191 -6.151 0.1 0.1 0.2 0.420
H 5.513 0.189 -5.486 0.1 -0.1 0.2 0.303
H 4.728 -1.374 -5.101 0.1 0.0 0.1 0.295
C 0.220 -0.550 -6.967 -0.2 0.0 0.0 -0.347
N 1.302 -1.539 -7.219 -0.2 0.2 0.0 0.925
O 0.982 -2.650 -7.576 0.0 -0.2 0.0 -0.529
O 2.446 -1.166 -7.045 -0.2 -0.2 -0.2 -0.626
H -0.731 -1.032 -7.165 0.2 0.1 0.0 0.111
H 0.297 -0.239 -5.929 0.1 0.1 0.0 0.172
H 0.382 0.289 -7.638 0.1 0.0 0.1 0.276
C -3.101 3.362 5.870 0.0 0.1 -0.1 -0.948
N -3.937 4.350 6.605 0.1 -0.1 -0.1 0.974
O -4.265 5.355 6.022 -0.1 0.2 0.0 -0.528
O -4.235 4.073 7.751 0.0 0.1 0.1 -0.575
H -2.917 3.735 4.873 -0.1 0.1 0.0 0.505
H -2.172 3.249 6.421 -0.1 -0.1 0.1 0.276
H -3.653 2.426 5.837 0.0 0.0 0.1 0.283
C -4.931 1.397 8.973 -0.2 0.0 0.1 -0.623
N -4.898 0.053 8.337 -0.1 0.1 0.1 0.895
O -5.869 -0.296 7.701 -0.1 -0.1 -0.1 -0.530
O -3.892 -0.605 8.497 0.1 -0.1 0.0 -0.536
H -5.881 1.866 8.744 0.0 0.0 -0.1 0.277
H -4.815 1.255 10.043 0.1 0.0 0.0 0.312
H -4.110 1.972 8.564 0.1 0.0 0.1 0.217
C -2.511 -4.020 -7.655 0.2 0.0 -0.2 -0.696
N -3.109 -2.790 -7.066 0.1 -0.2 -0.1 0.882
O -2.638 -1.720 -7.400 -0.2 0.1 0.0 -0.581
O -4.023 -2.941 -6.293 -0.1 0.0 0.1 -0.521
H -1.707 -3.728 -8.321 0.0 0.1 0.0 0.299
H -2.135 -4.624 -6.835 -0.1 0.0 0.0 0.279
H -3.298 -4.538 -8.194 0.0 0.0 0.1 0.293
```
Positions in Å, forces in eV/Å.

Structure (SMILES): N#C[C@](CCCI)([PH2]=N)[C@](C#N)(N=C=O)P(O)O.C[N+](=O)[O-].C[N+](=O)[O-].C[N+](=O)[O-].C[N+](=O)[O-].C[N+](=O)[O-]
Orbital gap in eV: 8.795
2S+1: 1

***

A structure of composition C27H27ClN5O3SYb in a non-equilibrium geometry, computed with ωB97M-V with the def2-TZVPD basis set.

```
65
Properties=species:S:1:pos:R:3:forces:R:3:mulliken_charge:R:1
Yb 0.423 0.340 -0.013 0.0 -0.8 -0.3 1.321
C -3.581 2.683 -0.893 -1.2 -0.3 0.8 -1.001
C -4.423 2.360 0.218 0.6 0.6 -1.0 -0.423
C -3.992 1.484 1.199 1.0 -0.2 0.1 -1.119
C -2.687 0.947 1.094 -0.9 1.2 -1.4 0.869
N -1.901 1.312 0.044 0.8 -1.6 1.1 0.216
C -2.340 2.087 -0.941 -0.1 0.5 0.2 -0.061
C -2.171 -0.040 2.048 0.6 -0.7 1.0 0.893
C -2.984 -0.551 3.075 0.7 0.7 -0.6 -1.095
C -2.430 -1.441 3.977 0.3 -0.3 0.2 -0.977
C -1.090 -1.808 3.867 -0.1 0.5 -0.6 -1.049
C -0.337 -1.262 2.822 -0.5 -0.1 0.3 1.160
N -0.874 -0.418 1.930 -0.4 0.5 -0.3 0.707
C 1.089 -1.605 2.649 1.4 -1.0 -0.1 0.342
C 1.707 -2.655 3.367 -0.4 0.7 -0.2 -1.005
C 3.025 -2.972 3.075 0.4 0.1 -0.1 -0.434
C 3.723 -2.229 2.096 0.3 -1.1 0.9 -0.841
C 3.063 -1.234 1.433 -0.4 0.5 0.3 -0.262
N 1.790 -0.939 1.716 -1.3 0.7 -0.6 0.178
H -3.916 3.361 -1.686 0.1 -0.4 0.4 0.422
H -5.407 2.817 0.308 0.2 -0.1 -0.1 0.465
H -4.611 1.263 2.071 0.1 0.1 -0.5 0.400
H -1.641 2.257 -1.754 -0.1 0.0 0.0 0.508
H -3.984 -0.153 3.176 0.0 -0.5 0.1 0.372
H -3.029 -1.856 4.778 0.0 0.1 0.0 0.465
H -0.616 -2.477 4.568 -0.3 0.0 0.1 0.422
H 1.155 -3.181 4.148 0.4 0.0 -0.4 0.417
H 3.509 -3.792 3.629 -0.2 0.5 -0.4 0.442
H 4.770 -2.439 1.893 -0.3 0.0 0.0 0.432
H 3.532 -0.581 0.701 0.1 -0.3 0.0 0.496
C 3.733 3.527 -3.413 0.1 0.7 0.6 -0.873
N 3.121 2.207 -3.502 -0.3 -0.7 1.4 -0.001
C 3.032 1.581 -4.810 -0.1 -0.5 -0.3 -0.851
C 2.763 1.545 -2.413 -0.2 0.3 0.5 0.541
N 2.423 1.025 -1.409 -0.1 0.6 -1.2 -0.597
H 4.801 3.502 -3.704 -0.6 -0.1 0.1 0.324
H 3.643 3.875 -2.370 0.2 -0.1 -0.5 0.304
H 3.181 4.236 -4.052 0.3 -0.4 0.1 0.322
H 4.052 1.512 -5.239 -0.7 -0.1 0.1 0.323
H 2.369 2.178 -5.463 0.4 -0.3 0.3 0.311
H 2.592 0.586 -4.641 0.3 0.3 -0.5 0.300
Cl -2.991 -6.130 -5.034 0.2 0.0 0.1 -0.166
C -2.241 -4.884 -4.125 0.6 1.6 0.5 0.102
C -1.825 -5.037 -2.811 0.0 -0.6 0.0 -0.596
C -1.234 -4.003 -2.097 0.1 -0.3 0.6 -0.110
C -1.070 -2.730 -2.609 0.1 0.7 0.0 0.104
C -1.539 -2.543 -3.906 0.2 0.2 -0.4 -0.227
C -2.038 -3.607 -4.660 -0.5 0.3 -0.8 -0.487
C -0.412 -1.604 -1.781 -1.1 -1.6 -1.0 0.806
O 0.080 -1.926 -0.651 0.2 1.4 0.4 -0.754
O -0.414 -0.409 -2.202 0.4 0.3 1.0 -0.762
H -1.922 -6.018 -2.383 0.0 -0.2 0.4 0.401
H -0.901 -4.179 -1.088 0.1 -0.2 0.2 0.421
H -1.494 -1.542 -4.329 0.1 -0.2 -0.2 0.396
H -2.318 -3.443 -5.706 0.0 0.1 0.5 0.370
C 1.663 2.403 3.756 1.0 -0.1 0.1 -0.947
S 0.327 2.625 2.619 -0.5 0.3 0.0 0.817
C 0.082 4.392 2.585 0.2 0.5 -0.2 -1.097
O 0.907 2.302 1.241 -0.1 -0.9 -0.6 -0.705
H 1.463 2.936 4.697 -0.1 -0.3 -0.3 0.468
H 2.629 2.761 3.336 -0.7 -0.1 0.1 0.328
H 1.719 1.307 3.909 0.0 0.6 0.1 0.184
H 0.062 4.824 3.593 0.0 -0.3 -0.2 0.410
H -0.873 4.574 2.088 0.0 -0.1 0.1 0.348
H 0.861 4.879 1.982 0.0 -0.3 0.3 0.331
```
Positions in Å, forces in eV/Å.

Charge: +2
⟨S²⟩: 0.751
Orbital gap (spin up / spin down) in eV: 6.744 / 6.684
2S+1: 2

***

A cluster of 9 separate species, C9H36O9 in total in a non-equilibrium geometry, computed with ωB97M-V with the def2-TZVPD basis set.

```
54
Properties=species:S:1:pos:R:3:forces:R:3:mulliken_charge:R:1
C 4.037 0.001 -5.232 -0.2 -0.2 0.2 -0.468
O 2.732 0.453 -4.858 0.1 0.3 -1.2 -0.504
H 4.821 0.750 -5.347 -0.1 0.6 1.0 0.242
H 4.356 -0.807 -4.575 0.3 0.0 -0.1 0.180
H 4.048 -0.345 -6.265 -0.9 -0.5 0.1 0.245
H 2.510 0.501 -3.925 0.8 -0.2 0.1 0.306
C 3.932 0.752 4.052 -0.5 -0.2 0.2 -0.534
O 3.482 1.683 3.055 0.4 -0.5 0.4 -0.488
H 3.555 -0.238 3.795 0.0 0.1 -0.2 0.214
H 5.008 0.646 4.190 0.2 0.5 -0.5 0.254
H 3.541 0.973 5.045 -0.2 0.2 0.0 0.259
H 3.246 2.512 3.478 0.1 0.0 0.1 0.299
C -2.227 1.411 5.504 0.3 -0.8 -0.4 -0.401
O -2.027 2.704 5.970 0.1 1.1 0.2 -0.505
H -1.739 1.280 4.539 0.0 -0.2 -0.2 0.155
H -1.741 0.733 6.205 -0.2 -0.2 0.0 0.217
H -3.281 1.158 5.389 -0.1 -0.1 0.1 0.223
H -1.939 3.276 5.204 -0.1 0.2 0.2 0.311
C -6.814 -2.585 -2.450 0.9 0.9 0.3 -0.490
O -5.746 -2.028 -1.634 -0.7 -0.6 -0.3 -0.469
H -6.920 -3.659 -2.295 0.0 0.0 -0.2 0.247
H -7.753 -2.078 -2.227 -0.1 -0.1 0.0 0.232
H -6.512 -2.346 -3.470 -0.3 -0.3 0.0 0.194
H -5.805 -2.490 -0.794 0.2 0.2 0.2 0.284
C 0.401 -0.867 0.145 0.3 -2.2 0.4 -0.519
O 1.437 -0.172 -0.477 0.2 1.9 -0.6 -0.474
H 0.939 -1.792 0.351 -0.9 -0.8 0.5 0.266
H -0.021 -0.520 1.088 0.3 0.7 0.0 0.195
H -0.435 -1.104 -0.513 0.2 0.3 -0.3 0.232
H 1.822 0.449 0.146 0.0 0.1 0.0 0.295
C 4.232 -4.382 -1.841 -0.8 -0.2 -0.1 -0.572
O 3.267 -4.356 -2.981 1.9 -0.4 1.7 -0.494
H 5.299 -4.563 -1.971 0.2 0.4 -1.5 0.284
H 4.187 -3.483 -1.226 -0.4 0.0 -0.1 0.213
H 4.046 -5.255 -1.215 -1.0 0.1 0.0 0.272
H 3.232 -3.462 -3.328 0.2 0.1 0.1 0.296
C 4.863 4.865 -2.323 -0.9 0.6 -1.0 -0.541
O 5.461 6.170 -2.077 -0.4 -1.6 0.3 -0.498
H 4.725 4.223 -1.452 0.8 0.5 0.3 0.236
H 3.846 4.925 -2.711 -0.4 0.7 0.2 0.255
H 5.290 4.314 -3.161 1.0 -0.1 0.3 0.256
H 5.280 6.738 -2.830 -0.1 -0.1 -0.1 0.292
C -3.342 3.069 -1.158 0.6 0.0 1.2 -0.536
O -3.812 2.246 -2.186 -0.3 -0.1 -0.3 -0.480
H -3.709 4.095 -1.197 -0.1 0.0 -0.4 0.240
H -3.608 2.693 -0.170 -0.4 -0.1 0.1 0.233
H -2.253 3.070 -1.113 0.2 0.2 -0.4 0.228
H -4.151 1.440 -1.790 0.0 0.0 -0.2 0.314
C -4.620 -3.453 3.455 1.4 -0.7 0.3 -0.515
O -5.783 -2.971 2.886 -1.2 0.2 0.1 -0.472
H -4.703 -4.509 3.712 0.1 -0.4 -0.4 0.276
H -3.836 -3.298 2.714 0.2 -0.1 0.4 0.186
H -4.360 -3.019 4.421 0.1 0.7 -0.1 0.240
H -6.461 -3.350 3.449 -0.6 0.3 -0.3 0.289
```
Positions in Å, forces in eV/Å.

Structure (SMILES): CO.CO.CO.CO.CO.CO.CO.CO.CO
Orbital gap in eV: 10.322
2S+1: 1